1.
{
  "formula": "C20H40LiO9P",
  "method": "wB97M-V/def2-TZVPD",
  "total_charge": -2,
  "mol_weight_g_mol": 462.45,
  "e_lumo_ev": 4.2,
  "e_homo_ha": 0.03191,
  "de_lowest_kcal_mol": 7.6,
  "homo_lumo_gap_ev": 3.3,
  "multiplicity": 1,
  "species": ["H", "H", "C", "H", "H", "C", "O", "H", "H", "H", "Li", "H", "C", "H", "H", "C", "H", "H", "H", "H", "H", "H", "H", "C", "H", "H", "O", "C", "H", "H", "O", "H", "H", "H", "H", "O", "H", "C", "H", "C", "O", "H", "H", "H", "H", "C", "C", "C", "H", "H", "C", "P", "C", "H", "C", "C", "O", "H", "H", "H", "O", "C", "C", "O", "H", "H", "C", "C", "H", "C", "O"],
  "xyz": [[-4.1648, 0.3677, 2.1946], [-2.8609, 4.7735, 2.7086], [-0.5710, -0.3810, -3.9939], [1.0993, -4.8963, 2.4922], [3.2160, -0.1470, -3.7583], [-0.8584, 4.4066, 1.8608], [3.9865, 1.2328, 1.1493], [-0.1442, 2.0848, -1.9136], [2.1931, -2.2121, -3.2717], [-2.3408, 0.5752, 4.1749], [0.6282, 0.2832, 0.0929], [-1.8082, -5.2292, 1.6809], [-2.8812, 4.4000, 0.5385], [4.8620, -0.6955, -3.5200], [-0.7397, 3.6990, 2.6781], [0.3238, -5.0749, 1.7302], [-1.2794, 1.6648, -3.8821], [0.2357, 3.7992, 0.0517], [-1.2101, -4.9112, 3.2808], [0.3586, -0.8555, -4.3284], [-0.9206, -2.5736, 2.8639], [-0.8097, 2.5722, 0.7136], [2.6015, -2.9020, -1.1788], [-1.0578, -4.6523, 2.2285], [-2.0078, -2.8593, 1.4731], [-2.7167, 1.1453, 0.3348], [-1.8172, 4.0781, -0.3162], [-0.3306, 1.1227, -3.8469], [-1.9449, -0.6438, -2.3069], [-0.0898, 5.1699, 1.9472], [-0.0354, -0.0098, -1.7720], [-3.0710, -1.0117, 2.4741], [0.3260, 1.5264, -4.6166], [-0.3969, -0.3571, 3.0251], [-2.2662, 6.0881, 1.7122], [-1.0395, 0.2899, 1.1837], [0.9441, -2.3624, 1.3978], [3.7692, -0.4332, -1.6621], [-0.1710, -2.4038, 0.0671], [3.5605, -2.7030, -1.6813], [0.5493, -4.2623, 0.6001], [4.4243, 0.3555, -1.2957], [-3.4644, 3.4844, 0.7802], [4.1742, -3.6056, -1.6306], [-2.4337, 1.9339, 3.0249], [3.8425, -0.8056, -3.1425], [-2.2150, 0.8676, 3.1316], [-0.8222, 0.5445, 2.5836], [1.3684, 1.3248, -2.4535], [0.4102, -6.1193, 1.4229], [0.2872, 1.2284, -2.4264], [2.4520, 1.2125, 1.3168], [-0.8864, -0.7938, -2.5751], [-1.3091, -0.6692, -4.7463], [-2.2795, 4.9980, 1.8128], [-2.4127, 0.2292, 0.8634], [1.6647, 1.8728, 0.1133], [2.7550, -0.1139, -1.3935], [-0.6805, -1.8463, -2.3594], [-2.5959, -0.6023, 0.1718], [4.1690, -1.6354, -1.0104], [3.2768, -2.2257, -3.1341], [-1.0690, -3.1424, 1.9496], [1.9902, 1.8771, 2.6424], [-3.6220, 5.0269, 0.0319], [-0.0934, 1.3559, 2.6929], [-3.1217, 0.0447, 2.2035], [-0.7298, 3.6391, 0.5213], [3.6984, -2.8732, -3.9085], [0.1119, -2.9419, 0.9722], [1.9905, -0.3233, 1.2347]],
  "forces_ev_per_a": [[-0.003, -0.008, -0.038], [-0.084, -0.101, -0.065], [0.403, -0.060, -0.639], [-0.097, 0.106, 0.010], [0.069, 0.031, 0.081], [-0.216, -0.292, -0.438], [-0.719, 0.441, -0.320], [0.185, -0.133, 0.393], [0.022, 0.124, -0.157], [0.108, 0.116, 0.040], [0.616, 0.098, 0.384], [-0.092, 0.325, -0.192], [-0.742, -0.846, 0.285], [0.060, -0.421, 0.020], [0.187, 0.099, 0.080], [0.268, 0.135, -0.038], [0.018, 0.004, -0.028], [-0.084, -0.124, -0.249], [0.081, 0.157, 0.023], [0.033, -0.026, 0.258], [-0.075, 0.116, -0.033], [0.015, -0.096, -0.152], [0.072, -0.257, -0.085], [0.188, -0.628, 0.368], [-0.038, 0.179, 0.174], [-0.038, 0.064, 0.177], [0.026, 0.523, -0.131], [-0.107, -0.196, 0.332], [0.034, 0.281, -0.134], [0.003, 0.023, 0.082], [-0.065, 0.146, 0.213], [-0.087, 0.006, 0.101], [0.020, 0.011, 0.015], [0.092, 0.043, 0.037], [0.132, -0.026, 0.057], [-0.078, -0.227, -0.528], [-0.098, 0.009, 0.090], [0.138, 0.140, 0.182], [-0.067, -0.162, -0.075], [-0.830, 0.175, 0.033], [-0.172, -0.104, -0.071], [-0.030, 0.023, -0.054], [0.303, 0.007, 0.134], [0.170, 0.103, 0.081], [-0.021, 0.003, 0.033], [-0.424, 0.701, -0.183], [-0.118, -0.397, -0.187], [-0.286, 0.288, 0.382], [0.022, 0.089, 0.257], [-0.148, -0.010, -0.030], [-0.268, 0.266, -1.097], [1.635, -0.569, 0.857], [-0.166, -0.481, 0.238], [-0.262, 0.160, 0.213], [0.013, 0.424, -0.178], [-0.142, -0.069, 0.012], [-0.414, -0.188, -0.503], [0.030, -0.286, 0.282], [0.155, 0.036, -0.070], [0.117, -0.054, 0.064], [0.500, -0.089, -0.202], [0.206, -0.269, 0.122], [0.015, -0.320, -0.427], [-0.429, -0.168, -0.312], [0.355, 0.300, -0.137], [0.397, -0.179, -0.068], [0.122, 0.288, -0.111], [0.181, 0.077, 0.706], [0.060, -0.019, 0.084], [0.362, 0.344, 0.105], [-1.013, 0.342, -0.071]]
}

***

2.
{
  "formula": "C5H12N2O",
  "method": "wB97M-V/def2-TZVPD",
  "mol_weight_g_mol": 116.16,
  "e_lumo_ev": 0.8,
  "e_homo_ha": -0.30094,
  "de_lowest_kcal_mol": 129.0,
  "smiles": "CC1(C)N[C@]1(C)NO",
  "homo_lumo_gap_ev": 9.0,
  "multiplicity": 1,
  "species": ["N", "H", "H", "H", "H", "H", "H", "C", "C", "C", "H", "N", "H", "H", "H", "C", "H", "H", "C", "O"],
  "xyz": [[0.5104, -1.2854, -0.9765], [2.3558, 0.4423, 0.8464], [-2.3857, 0.5339, -0.4737], [-1.1317, 1.9220, 0.9747], [0.1239, 2.2239, -0.2405], [0.5055, 2.3000, 1.4793], [-2.1954, -0.8623, -1.5453], [-0.5458, -0.5543, -0.2313], [1.5324, -0.0697, 1.3476], [-1.6788, -0.0199, -1.0858], [1.5322, 0.2622, 2.3892], [-0.8587, -1.0106, 1.0710], [1.6607, -1.1486, 1.3246], [-1.0035, -2.0151, 1.0836], [-1.3103, 0.6509, -1.8606], [0.2263, 0.3002, 0.7064], [0.2171, -2.2599, -1.0713], [1.6983, -0.3867, -2.1835], [-0.0803, 1.7712, 0.7298], [0.8277, -0.7939, -2.2843]],
  "forces_ev_per_a": [[-0.096, -1.676, 0.363], [0.175, -0.030, -0.043], [-0.041, -0.099, 0.105], [-0.061, 0.196, -0.149], [-0.021, -0.287, -0.157], [0.037, -0.010, 0.065], [-0.032, 0.001, -0.066], [1.624, 0.911, -1.034], [0.062, -0.249, -0.570], [0.309, 0.292, 0.034], [-0.131, 0.035, -0.101], [-0.969, 1.995, -1.498], [0.254, 0.170, -0.088], [1.133, -0.124, 1.050], [-0.007, -0.127, -0.187], [-0.631, -0.974, 0.955], [0.111, 0.249, -0.593], [-0.154, -0.210, 0.175], [-0.881, -0.177, 1.331], [-0.679, 0.114, 0.408]]
}

***

3.
{
  "formula": "C2H7NO2",
  "method": "wB97M-V/def2-TZVPD",
  "total_charge": 1,
  "s2": 0.76,
  "mol_weight_g_mol": 77.08,
  "e_lumo_ev": [-5.2, -9.7],
  "e_homo_ha": [-0.55766, -0.55632],
  "de_lowest_kcal_mol": 35.2,
  "homo_lumo_gap_ev": [10.0, 5.4],
  "multiplicity": 2,
  "species": ["O", "C", "H", "H", "O", "H", "N", "H", "C", "H", "H", "H"],
  "xyz": [[0.7191, -0.7528, 0.5165], [1.6207, 0.0530, 1.3028], [-1.6150, -0.5406, 0.3030], [1.2621, -1.1226, -0.1955], [-3.0955, 0.3391, -0.7010], [0.9949, 0.5399, 2.0512], [-1.0020, 0.0766, -1.5961], [2.0593, 0.8495, 0.7127], [-1.9327, -0.0716, -0.6575], [-1.2827, 0.7636, -2.3046], [-0.1128, 0.4133, -1.2199], [2.3846, -0.5473, 1.7884]],
  "forces_ev_per_a": [[0.408, 0.193, -0.621], [-0.690, 0.364, 0.452], [-0.049, -0.044, -0.119], [-0.222, -0.296, 0.255], [-0.287, -0.391, -0.311], [0.173, -0.160, 0.135], [-0.771, 2.042, -0.263], [0.281, 0.015, -0.225], [1.017, 0.079, 0.686], [-0.143, -0.590, -0.334], [0.273, -1.144, 0.382], [0.009, -0.068, -0.036]]
}